No. 1
The following is a DFT calculation (the ωB97M-V functional and the def2-TZVPD basis) of a structure of composition C5H4O7Tl.

Last column: Löwdin charge in e.
Atoms and positions in Å:
O -0.3686 2.7189 0.9002  -0.093
C -1.5775 2.6120 0.4782  -0.510
O -2.5964 2.7461 1.1378  0.172
O 1.9860 0.6323 -0.6261  0.004
O 0.8514 -1.1959 -1.1487  0.137
C 1.7722 -0.5674 -0.4970  -0.415
Tl 0.9771 2.2517 -0.3999  1.549
O 1.8177 -1.0100 0.8465  0.060
C 0.9792 -2.1650 1.0273  -0.083
C -0.0012 -2.0806 -0.1541  0.064
O -2.4872 1.3287 -1.3730  0.132
C -1.6980 2.2248 -1.0528  -0.513
H 1.6072 -3.0630 1.0037  0.146
H 0.4851 -2.1064 2.0028  0.152
H -0.9895 -1.7906 0.2177  0.150
H -0.1359 -3.0341 -0.6738  0.143
O -0.6215 2.4984 -1.6890  -0.097

## Properties
- total charge = +1
- HOMO-LUMO gap (alpha / beta) (hartree) = 0.1982 / 0.1982
- relative energy (zero: lowest compared OMol25 entry of this formula, charge and spin) (eV) = 1.018
- HOMO (alpha / beta) (eV) = -13.3 / -13.3
- total energy (Ha) = -891.61653
- multiplicity = 1

***

No. 2
The following is a DFT calculation (the ωB97M-V functional and the def2-TZVPD basis) of a structure of composition C5H4S.

Last column: Löwdin charge in e.
Atoms and positions in Å:
C 0.4099 -1.3003 0.5664  -0.070
C -0.5252 -1.7297 -0.2234  -0.013
C 0.8463 0.0341 0.9834  -0.192
C -0.8028 -0.4137 -0.7287  -0.607
C 0.0670 0.7575 -0.0914  -0.531
S -1.7022 0.8269 0.1230  0.877
H 0.3195 0.3611 1.8704  0.111
H 1.8699 0.4139 0.8535  0.128
H -0.9153 -0.4623 -2.5951  0.207
H 0.4328 1.5125 -0.7581  0.090

## Properties
- HOMO-LUMO gap (alpha / beta) (hartree) = 0.2725 / 0.2378
- relative energy (zero: lowest compared OMol25 entry of this formula, charge and spin) (eV) = 3.289
- HOMO (alpha / beta) (eV) = -7.5 / -9.0
- total energy (Ha) = -590.72268
- multiplicity = 3

***

No. 3
The following is a DFT calculation (the ωB97M-V functional and the def2-TZVPD basis) of an isolated molecule of C5H4S2.

Last column: Löwdin charge in e.
Atoms and positions in Å:
C -0.3270 0.0836 -2.4569  0.146
C -0.1749 -0.1571 -1.2826  -0.113
C -0.1725 -0.4293 0.1592  -0.421
C -0.6874 0.6291 1.2023  -0.351
S 0.9341 0.6310 2.0928  0.910
C 1.2360 -0.4347 0.7528  -1.162
S 2.6204 -1.0332 0.1957  0.681
H -0.4556 0.3163 -3.4528  0.010
H -0.5274 -1.4548 0.2708  0.147
H -1.5178 0.2723 1.8000  0.071
H -0.9277 1.5769 0.7188  0.083

## Properties
- HOMO-LUMO gap (hartree) = 0.3168
- relative energy (zero: lowest compared OMol25 entry of this formula, charge and spin) (eV) = 1.887
- HOMO (eV) = -8.8
- total energy (Ha) = -989.19565
- SMILES = C#C[C@@H]1CSC1=S
- multiplicity = 1

***

> Which of these has the highest total energy?

C5H4S